(1)
The following is a quantum chemistry calculation of a structure of composition C31H37BN4O2SY, from OMol25.

```
77
Properties=species:S:1:pos:R:3:lowdin_charge:R:1
Y -0.242 0.633 -0.029 1.444
C 1.130 3.030 1.596 -0.088
C 2.210 1.953 1.464 -0.213
C 2.339 1.180 2.750 -0.181
C 3.350 1.530 3.633 -0.037
C 3.383 0.998 4.908 -0.062
C 2.360 0.162 5.318 -0.030
C 1.329 -0.227 4.465 -0.155
C 0.173 -0.991 5.077 -0.200
C -1.176 -0.295 4.896 -0.077
C 1.371 0.235 3.134 -0.175
N 0.436 -0.165 2.152 -0.019
C 0.049 -1.415 2.134 -0.101
C -0.974 -1.889 1.283 -0.372
C -1.514 -3.179 1.200 -0.018
C -2.533 -3.116 0.258 -0.067
C -2.558 -1.803 -0.212 -0.153
N -1.631 -1.043 0.394 -0.148
H 1.000 3.613 0.684 0.061
H 1.383 3.719 2.401 0.101
H 0.158 2.603 1.880 0.068
H 3.165 2.422 1.216 0.122
H 2.017 1.300 0.581 0.062
H 4.102 2.243 3.323 0.116
H 4.174 1.266 5.593 0.110
H 2.347 -0.194 6.340 0.115
H 0.374 -1.071 6.147 0.109
H 0.115 -2.023 4.719 0.100
H -1.132 0.724 5.278 0.084
H -1.949 -0.828 5.448 0.079
H -1.485 -0.250 3.851 0.057
H 0.510 -2.151 2.790 0.141
H -1.215 -4.031 1.785 0.114
H -3.186 -3.913 -0.046 0.100
H -3.212 -1.378 -0.961 0.113
C -4.685 7.220 -4.699 -0.043
C -3.294 7.352 -4.065 -0.562
C -3.176 8.716 -3.368 -0.043
C -2.254 7.297 -5.186 -0.071
C -3.098 6.243 -3.037 -0.166
C -3.975 6.163 -1.947 -0.027
C -3.878 5.192 -0.965 0.031
C -2.855 4.275 -1.100 -0.211
O -2.509 3.214 -0.304 0.099
B -1.399 2.601 -0.887 -0.531
O -1.068 3.317 -2.053 0.053
C -1.976 4.340 -2.171 -0.197
C -2.072 5.308 -3.150 0.062
H -4.848 8.028 -5.413 0.087
H -5.474 7.272 -3.951 0.078
H -4.782 6.271 -5.228 0.091
H -3.279 9.519 -4.099 0.087
H -2.207 8.821 -2.879 0.091
H -3.950 8.850 -2.615 0.078
H -2.446 8.098 -5.899 0.088
H -2.301 6.354 -5.730 0.084
H -1.243 7.432 -4.801 0.085
H -4.768 6.890 -1.861 0.110
H -4.569 5.152 -0.135 0.124
H -1.373 5.323 -3.971 0.109
C 1.658 0.044 -6.327 0.010
C 1.542 0.435 -4.898 -0.239
C 1.719 1.701 -4.407 0.055
C 1.569 1.922 -3.020 -0.270
N 1.250 0.941 -2.193 0.021
C 1.121 -0.330 -2.664 -0.807
S 0.787 -1.581 -1.611 0.736
N 1.248 -0.546 -4.008 0.121
C 1.786 3.274 -2.450 0.002
H 1.739 0.922 -6.961 0.096
H 0.789 -0.536 -6.637 0.102
H 2.546 -0.573 -6.472 0.107
H 1.952 2.518 -5.070 0.134
H 1.121 -1.498 -4.329 0.158
H 1.253 4.028 -3.029 0.099
H 2.852 3.500 -2.499 0.110
H 1.454 3.317 -1.415 0.058
```

charge: +1



(2)
The following is a quantum chemistry calculation of a structure of composition C31H37BN4O2SY, from OMol25.

```
77
Properties=species:S:1:pos:R:3:lowdin_charge:R:1
Y -0.115 -0.029 0.407 1.422
C 0.592 4.838 3.725 -0.082
C -0.106 3.479 3.662 -0.197
C -1.371 3.477 2.829 -0.166
C -2.502 4.104 3.355 -0.032
C -3.714 4.093 2.691 -0.056
C -3.831 3.409 1.486 -0.029
C -2.737 2.764 0.931 -0.178
C -2.889 2.007 -0.370 -0.211
C -2.351 2.717 -1.608 -0.072
C -1.510 2.847 1.595 -0.171
N -0.388 2.190 0.961 -0.058
C 0.678 2.878 0.679 -0.068
C 1.813 2.288 0.060 -0.334
C 3.043 2.854 -0.219 -0.024
C 3.834 1.839 -0.782 -0.073
C 3.041 0.703 -0.820 -0.161
N 1.801 0.943 -0.323 -0.111
H 1.402 4.830 4.455 0.079
H -0.106 5.626 4.014 0.076
H 1.020 5.129 2.763 0.062
H -0.386 3.183 4.675 0.119
H 0.589 2.715 3.315 0.100
H -2.421 4.597 4.318 0.122
H -4.572 4.593 3.120 0.111
H -4.788 3.365 0.979 0.118
H -3.945 1.771 -0.508 0.119
H -2.428 1.013 -0.298 0.022
H -2.873 3.664 -1.756 0.086
H -2.494 2.108 -2.502 0.075
H -1.287 2.944 -1.518 0.064
H 0.701 3.942 0.904 0.142
H 3.325 3.879 -0.026 0.116
H 4.856 1.918 -1.117 0.100
H 3.314 -0.277 -1.185 0.101
C 3.169 -5.568 6.885 -0.047
C 1.975 -5.883 5.975 -0.563
C 0.847 -6.489 6.819 -0.047
C 2.412 -6.914 4.937 -0.073
C 1.483 -4.586 5.317 -0.157
C 1.052 -3.524 6.128 -0.022
C 0.588 -2.321 5.606 0.028
C 0.569 -2.215 4.235 -0.220
O 0.165 -1.140 3.457 0.080
B 0.353 -1.540 2.122 -0.560
O 0.866 -2.855 2.098 0.081
C 0.985 -3.234 3.428 -0.205
C 1.447 -4.432 3.928 0.068
H 3.548 -6.485 7.346 0.088
H 2.893 -4.883 7.689 0.078
H 3.986 -5.111 6.321 0.092
H 1.178 -7.425 7.278 0.088
H -0.033 -6.704 6.209 0.092
H 0.540 -5.816 7.622 0.079
H 2.757 -7.820 5.441 0.088
H 3.238 -6.549 4.321 0.087
H 1.591 -7.201 4.275 0.087
H 1.079 -3.638 7.205 0.110
H 0.259 -1.514 6.247 0.124
H 1.768 -5.214 3.254 0.116
C 1.911 -4.348 -3.547 0.014
C 1.074 -3.115 -3.642 -0.237
C 1.100 -2.204 -4.659 0.049
C 0.237 -1.107 -4.586 -0.266
N -0.604 -0.905 -3.563 0.130
C -0.623 -1.793 -2.577 -0.767
S -1.678 -1.713 -1.193 0.597
N 0.209 -2.865 -2.635 0.111
C 0.199 -0.078 -5.671 -0.004
H 2.563 -4.428 -4.413 0.094
H 1.277 -5.236 -3.504 0.105
H 2.526 -4.330 -2.645 0.103
H 1.772 -2.341 -5.493 0.133
H 0.126 -3.521 -1.866 0.151
H 0.923 -0.276 -6.459 0.086
H 0.388 0.905 -5.238 0.098
H -0.805 -0.055 -6.098 0.101
```

charge: +1



Which one sits at the bottom of the stability order? (2) does.



(1)
The following is a quantum chemistry calculation of the ion C4H11N2 with charge +1, from OMol25.

```
17
Properties=species:S:1:pos:R:3:nbo_charge:R:1
C 2.044 -0.075 0.469 -0.457
N 0.848 0.736 0.337 -0.170
C 0.286 0.900 -0.987 -0.051
N -0.543 0.162 -0.038 -0.122
C -1.596 0.734 0.695 -0.440
C -0.746 -1.272 -0.320 -0.445
H 2.094 -0.533 1.509 0.240
H 2.257 -0.913 -0.239 0.205
H 2.812 0.573 0.303 0.250
H 0.076 1.942 -1.256 0.248
H 0.614 0.174 -1.822 0.225
H -1.952 0.001 1.484 0.252
H -1.424 1.850 1.013 0.277
H -2.484 0.808 -0.027 0.241
H -0.972 -1.740 0.577 0.233
H -1.527 -1.526 -1.108 0.266
H 0.213 -1.821 -0.591 0.248
```

charge: +1



(2)
The following is a quantum chemistry calculation of a cluster of 2 separate species, C4H11N2 in total, from OMol25.

```
17
Properties=species:S:1:pos:R:3:nbo_charge:R:1
C 0.084 -2.386 0.926 -0.368
C -0.215 -2.419 -0.362 -0.446
C -0.535 1.030 1.211 -0.422
C -0.400 1.708 -1.108 0.267
N 0.550 2.253 -1.772 -0.710
N 0.084 0.743 -0.104 -0.621
H -0.676 -2.341 1.689 0.210
H 1.102 -2.459 1.276 0.210
H -1.235 -2.407 -0.712 0.218
H -0.230 0.279 1.936 0.239
H -0.230 2.015 1.557 0.238
H -1.618 1.018 1.104 0.254
H 0.546 -2.527 -1.120 0.213
H 1.554 2.064 -1.657 0.389
H 0.308 2.934 -2.481 0.443
H 1.116 0.727 -0.010 0.402
H -0.205 -0.232 -0.372 0.485
```

charge: +1



Which one sits at the bottom of the stability order? (1) does.